# 1
C11H12NO2 | wB97M-V/def2-TZVPD

Last column: natural (NBO) charge in e.
Positions of all 26 atoms, in Å:
C: 1.845 3.048 0.594  -0.62
C: -0.055 1.412 0.924  -0.01
C: 0.630 -0.325 -0.259  0.13
C: 0.995 1.873 0.180  -0.13
C: 1.437 0.767 -0.636  -0.10
C: 0.693 -1.631 -0.751  -0.21
C: 1.624 -1.805 -1.764  -0.24
C: 2.311 0.556 -1.723  -0.21
C: 2.456 -0.749 -2.156  -0.25
N: -0.222 0.068 0.737  -0.52
H: -1.066 -0.461 0.973  0.46
H: -0.750 2.005 1.484  0.20
H: 0.010 -2.380 -0.368  0.25
H: 2.061 3.782 -0.175  0.20
H: 2.709 2.665 1.137  0.21
H: 1.814 -2.783 -2.191  0.20
H: 2.734 1.405 -2.249  0.20
H: 3.154 -0.915 -2.968  0.19
H: 1.339 3.591 1.374  0.20
C: -3.659 -0.850 0.889  -0.75
C: -3.036 -2.200 1.331  0.76
O: -3.788 -3.190 1.342  -0.76
O: -1.812 -2.193 1.682  -0.82
H: -3.859 -0.326 1.826  0.20
H: -4.632 -1.079 0.456  0.22
H: -2.932 -0.284 0.313  0.19

Atomic forces in eV per Å
C -0.74 -0.13 0.08
C 0.13 -0.31 -0.35
C -0.29 -0.76 0.85
C 0.79 0.23 0.06
C -0.41 -0.29 -0.36
C 0.47 0.61 -0.88
C 0.27 -0.52 0.97
C -0.43 -0.08 0.89
C 0.01 0.66 -1.21
N -0.89 0.87 -0.45
H 0.37 -0.55 0.50
H 0.03 -0.05 0.66
H 0.09 -0.06 -0.06
H 0.48 -0.14 -0.23
H 0.49 0.13 -0.56
H -0.19 0.03 -0.03
H 0.54 -0.18 0.21
H 0.02 -0.15 -0.11
H -0.57 0.39 0.30
C 0.04 -0.83 0.98
C 0.46 -0.71 0.25
O -0.17 0.20 -0.08
O -0.38 0.81 -0.52
H 0.07 0.28 0.00
H 0.26 0.37 -0.52
H -0.43 0.19 -0.41

The lowest unoccupied orbital energy is 0.1180 hartree. Its total charge is -1. For the orbital gap, the calculation gives 0.2843 hartree. The energy relative to the best compared isomer or geometry (same formula, charge and spin) is 0.799 eV.

# 2
C11H12NO2 | wB97M-V/def2-TZVPD

Last column: natural (NBO) charge in e.
Positions of all 26 atoms, in Å:
C: -1.226 1.002 -3.164  -0.64
C: -1.150 0.547 -0.609  -0.15
C: 1.050 0.456 -0.282  0.15
C: -0.556 0.677 -1.892  -0.17
C: 0.840 0.649 -1.666  -0.11
C: 2.337 0.373 0.264  -0.40
C: 3.439 0.437 -0.592  -0.31
C: 1.973 0.651 -2.545  -0.41
C: 3.256 0.581 -2.006  -0.29
N: -0.177 0.409 0.335  -0.54
H: -0.348 0.041 1.280  0.46
H: -2.148 0.277 -0.243  0.18
H: 2.483 0.112 1.292  0.18
H: -2.307 1.044 -2.965  0.19
H: -1.175 0.279 -3.986  0.18
H: 4.455 0.571 -0.151  0.16
H: 1.853 0.743 -3.621  0.17
H: 4.198 0.915 -2.533  0.16
H: -0.931 2.009 -3.564  0.17
C: -2.903 -1.718 4.019  -0.76
C: -1.393 -1.513 3.495  0.79
O: -1.245 -0.493 2.781  -0.80
O: -0.637 -2.453 3.759  -0.77
H: -3.296 -0.902 4.617  0.18
H: -2.744 -2.589 4.670  0.19
H: -3.646 -2.106 3.307  0.19

Atomic forces in eV per Å
C -1.16 0.73 -0.37
C -1.08 -0.20 -0.49
C -0.48 0.03 -0.20
C 0.16 -0.19 1.42
C 0.07 -0.54 -0.01
C 0.08 -0.34 0.61
C 0.71 0.69 -1.73
C -0.18 0.39 -0.85
C 1.90 0.71 2.14
N 1.41 -0.23 -0.08
H -0.07 0.23 -0.18
H 0.21 0.36 -0.73
H -0.06 0.03 0.57
H 0.06 0.26 -0.04
H 0.59 -0.12 0.04
H -0.70 -0.35 -0.46
H -0.15 0.02 0.01
H -1.12 -0.70 0.02
H -0.09 -0.70 0.16
C 1.06 -1.48 0.80
C -2.13 0.17 -1.08
O 0.48 -0.02 0.44
O 0.59 0.05 0.25
H -0.08 0.30 -0.19
H -0.38 0.22 0.35
H 0.37 0.68 -0.38

The lowest unoccupied orbital energy (spin up / spin down) is 0.2255 / 0.2215 hartree. As for the multiplicity: 2. Its total charge is -2. For the orbital gap (spin up / spin down), the calculation gives 0.0950 / 0.2247 hartree. As for the expectation value of S²: 0.7698. The energy relative to the best compared isomer or geometry (same formula, charge and spin) is 0.295 eV.

# 3
C11H12O | wB97M-V/def2-TZVPD

Last column: natural (NBO) charge in e.
Positions of all 24 atoms, in Å:
C: -4.016 0.023 -0.377  -0.19
C: -3.288 1.229 -0.534  -0.22
C: -3.383 -1.096 0.180  -0.21
C: -1.994 1.271 -0.097  -0.17
C: -2.053 -1.056 0.550  -0.18
C: -1.332 0.133 0.390  -0.22
C: 0.075 0.248 0.744  0.36
C: 2.295 0.852 0.153  0.14
C: 2.149 -0.627 0.013  -0.08
C: 3.348 1.377 1.072  -0.76
C: 2.444 -1.070 -1.384  -0.64
O: 0.714 -0.769 0.207  -0.50
H: -5.032 -0.069 -0.561  0.21
H: -3.682 2.176 -1.030  0.22
H: -3.986 -1.946 0.321  0.21
H: -1.283 2.209 -0.375  0.23
H: -1.593 -1.937 0.896  0.21
H: 2.751 -1.385 0.701  0.17
H: 3.552 2.363 1.077  0.22
H: 4.238 0.719 1.224  0.21
H: 2.723 1.204 2.018  0.28
H: 2.297 -0.312 -2.184  0.24
H: 1.666 -1.840 -1.564  0.24
H: 3.393 -1.696 -1.438  0.22

Atomic forces in eV per Å
C 2.37 0.66 0.88
C -1.38 0.42 -0.75
C -0.12 1.69 -0.39
C 3.12 1.93 -1.03
C -0.26 0.97 -0.70
C -1.01 -0.12 0.39
C 1.82 0.01 -0.16
C 0.89 1.21 -0.11
C 0.67 -0.20 2.14
C -1.78 -4.82 1.15
C 0.19 -1.84 -1.30
O -0.58 -1.08 -0.42
H -1.74 0.14 -0.69
H 0.16 -1.59 0.77
H -0.41 -1.15 0.19
H -1.95 -2.16 1.05
H 0.66 -0.85 0.53
H -1.53 1.58 -0.68
H 0.75 3.31 -0.54
H -0.46 0.42 -0.13
H 0.67 0.14 -0.68
H 0.49 -0.37 0.72
H 0.29 0.33 -0.11
H -0.88 1.38 -0.14

The lowest unoccupied orbital energy (spin up / spin down) is 0.0021 / 0.0021 hartree. Its total charge is 0. For the orbital gap (spin up / spin down), the calculation gives 0.2730 / 0.2729 hartree. The energy relative to the best compared isomer or geometry (same formula, charge and spin) is 6.985 eV.